1.
A 11-piece molecular cluster, H22O11 overall. Source: the Open Molecules 2025 dataset; level of theory: wB97M-V/def2-TZVPD.

Each line ends with the Löwdin charge.
Positions of all 33 atoms, in Å:
1 H 0.325 -1.752 -2.142  0.012
2 H -1.189 2.297 2.755  0.063
3 O -0.576 -0.140 -3.052  -0.062
4 H 0.053 -1.654 3.811  0.026
5 H -1.124 -1.476 0.011  -0.033
6 H 1.033 2.393 -1.818  0.052
7 O -0.744 -1.836 3.314  -0.047
8 H 3.066 0.168 0.713  0.071
9 H 1.021 -0.185 -0.017  0.000
10 O 0.268 -0.394 0.536  -0.030
11 O 1.282 1.491 -2.020  -0.041
12 O -1.947 -1.838 -0.319  -0.057
13 H 3.811 -2.576 -0.017  0.010
14 H 3.665 -0.187 -0.632  0.066
15 H -3.739 1.563 0.385  0.027
16 H -1.215 0.567 -3.139  0.043
17 O 3.012 -3.102 -0.059  -0.048
18 H -0.488 2.938 0.820  0.035
19 O -3.517 0.730 0.800  -0.043
20 H -2.983 0.974 1.557  -0.041
21 H 0.231 0.297 -2.783  -0.027
22 O 3.001 0.367 -0.221  -0.028
23 H -0.650 -1.323 2.512  -0.009
24 H 1.752 1.192 -1.242  -0.014
25 H -0.191 0.439 0.641  0.023
26 O -0.837 2.554 0.016  -0.023
27 H 2.446 -2.630 -0.670  -0.025
28 H -2.417 1.672 3.383  0.081
29 O -1.947 1.748 2.553  -0.033
30 H -2.425 -1.079 -0.653  0.008
31 O 1.229 -2.065 -2.158  -0.035
32 H -1.787 2.593 0.124  0.028
33 H 1.579 -1.747 -2.990  0.051

HOMO, eV: -9.94
SMILES: O.O.O.O.O.O.O.O.O.O.O
Orbital gap, eV: 9.35

---

2.
One molecule with the formula C4H6OS in a non-equilibrium geometry. Source: the Open Molecules 2025 dataset; level of theory: wB97M-V/def2-TZVPD.

Each line ends with the Löwdin charge.
Positions of all 12 atoms, in Å:
1 O -1.240 -1.221 0.161  -0.076
2 C -0.754 -0.019 0.697  -0.364
3 H 1.302 -0.712 -1.328  0.097
4 H 2.673 -0.612 -0.274  0.065
5 C 1.687 -0.210 -0.361  -0.425
6 C -1.708 0.027 -0.531  -0.054
7 S 1.220 1.501 -0.458  0.849
8 H -1.150 0.249 -1.499  0.100
9 H -2.795 0.436 -0.458  0.131
10 C 0.709 0.231 0.688  -0.559
11 H -1.110 0.255 1.823  0.181
12 H 1.166 0.076 1.541  0.054

HOMO, eV: -8.79
SMILES: C1O[C@H]1[C@H]1CS1
Orbital gap, eV: 9.68

---

3.
One molecule with the formula C6H13NO in a non-equilibrium geometry. Source: the Open Molecules 2025 dataset; level of theory: wB97M-V/def2-TZVPD.

Each line ends with the Löwdin charge.
Positions of all 21 atoms, in Å:
1 H 0.404 3.048 2.231  0.084
2 H 1.460 1.970 3.042  0.082
3 H -0.019 -2.763 -2.368  0.079
4 C 1.013 2.152 2.066  -0.005
5 O -1.086 0.953 1.903  0.053
6 C -0.470 -0.923 -1.385  -0.429
7 H 1.412 -0.708 -2.522  0.080
8 H -1.144 -3.057 -0.986  0.077
9 N 0.598 0.362 0.502  0.047
10 H 1.796 2.414 1.357  0.069
11 H 0.806 -1.705 0.107  0.126
12 C 0.439 -0.241 -2.396  -0.077
13 H -1.617 -2.390 -2.515  0.078
14 H -0.647 -1.282 0.801  0.125
15 C -0.831 -2.348 -1.746  -0.093
16 C 0.059 1.101 1.521  -0.530
17 H -1.418 -0.366 -1.418  0.136
18 H 0.635 0.761 -1.998  0.067
19 C 0.054 -0.904 0.059  -0.174
20 H 1.516 0.582 0.168  0.123
21 H -0.115 -0.078 -3.317  0.081

HOMO, eV: -9.58
SMILES: CC(=O)NCC(C)C
Orbital gap, eV: 10.40

---

4.
An isolated ion of composition C24H36N3O2 and charge +1. Source: the Open Molecules 2025 dataset; level of theory: wB97M-V/def2-TZVPD.

Each line ends with the Löwdin charge.
Positions of all 65 atoms, in Å:
1 H -2.313 -3.102 0.644  0.126
2 H 0.009 -2.344 -0.850  0.070
3 C -0.866 3.236 0.585  -0.118
4 H -3.508 -2.272 -2.572  0.094
5 C -3.035 0.285 -2.068  0.004
6 C 3.507 2.323 0.379  -0.134
7 H 1.742 3.099 1.387  0.129
8 C 2.400 -1.577 1.442  -0.048
9 C -3.163 -0.814 -1.013  -0.437
10 C 3.353 -1.383 0.449  -0.223
11 C -0.931 -2.113 -1.346  0.011
12 H -1.647 2.220 2.287  0.139
13 C 1.872 -3.736 0.543  -0.095
14 N 1.222 2.380 -0.515  -0.139
15 N -1.754 0.886 0.729  0.080
16 H -2.566 1.186 -1.679  0.072
17 C 4.116 -0.084 0.400  -0.127
18 C -2.214 -2.041 0.868  -0.078
19 H -1.442 -1.944 1.632  0.119
20 H 0.990 1.416 -0.108  0.117
21 O 0.171 0.029 -0.057  0.074
22 H -0.708 -1.568 -2.260  0.093
23 C 1.920 2.049 -1.773  -0.077
24 H -3.513 -1.029 2.320  0.127
25 H 0.118 4.056 -1.149  0.144
26 H -1.855 3.611 0.317  0.128
27 H 4.295 -2.241 -1.271  0.115
28 C 2.921 0.928 -1.451  -0.137
29 C -3.160 0.919 0.789  -0.376
30 C -3.551 -1.430 1.307  -0.085
31 H 1.302 -4.652 0.584  0.108
32 H 4.470 0.164 1.403  0.130
33 H 3.827 1.047 -2.069  0.138
34 H 3.931 2.322 1.383  0.131
35 H -4.024 0.559 -2.429  0.102
36 O -3.710 1.872 1.269  0.144
37 C 3.553 -2.377 -0.498  -0.042
38 C -1.044 1.959 1.414  -0.101
39 H -1.426 -3.042 -1.605  0.094
40 H 1.198 1.711 -2.516  0.138
41 H 2.984 -4.319 -1.189  0.108
42 H -4.972 -1.644 -1.830  0.100
43 H 0.941 -2.897 2.279  0.103
44 H -0.403 3.987 1.226  0.120
45 C 2.817 -3.550 -0.451  -0.074
46 H -3.996 -2.831 -0.974  0.090
47 H 2.482 -0.049 -1.663  0.123
48 C 2.162 3.082 0.382  -0.074
49 H -2.456 -0.070 -2.918  0.092
50 C -0.065 3.073 -0.708  -0.112
51 H 2.287 4.111 0.036  0.142
52 H 4.990 -0.172 -0.263  0.131
53 H -4.352 -2.167 1.279  0.123
54 C -1.042 -0.081 0.072  -0.325
55 H 2.246 -0.808 2.185  0.115
56 C 1.667 -2.747 1.492  -0.089
57 C -3.953 -1.968 -1.629  -0.006
58 C -3.835 -0.318 0.277  -0.152
59 C -1.810 -1.281 -0.422  -0.344
60 H 2.415 2.945 -2.153  0.141
61 H 4.231 2.819 -0.288  0.132
62 H -0.087 1.555 1.754  0.129
63 N 3.212 0.971 -0.032  -0.177
64 H -4.900 -0.110 0.167  0.168
65 H -0.643 2.483 -1.424  0.123

HOMO, eV: -11.62
SMILES: CC1(C)[C@H]2CC[C@]1(C)C(=O)N(CCC[NH+]1CCN(Cc3ccccc3)CC1)C2=O
Net charge: +1
Orbital gap, eV: 9.62

---

5.
One molecule with the formula C4H10N2O in a non-equilibrium geometry. Source: the Open Molecules 2025 dataset; level of theory: wB97M-V/def2-TZVPD.

Each line ends with the Löwdin charge.
Positions of all 17 atoms, in Å:
1 H 1.420 -1.503 0.404  0.110
2 H -0.085 -2.882 -0.786  0.085
3 H -0.684 -1.255 -1.505  0.068
4 H 1.560 1.012 0.151  0.145
5 H 0.661 -0.636 2.320  0.079
6 C -0.476 1.320 -0.356  -0.468
7 H 0.923 1.209 2.290  0.077
8 N 0.859 -0.976 -0.325  -0.132
9 O -1.131 2.151 0.281  0.030
10 H -1.122 -1.563 0.106  0.081
11 C -0.301 -1.820 -0.588  -0.147
12 H -1.294 1.760 -2.233  0.089
13 H 0.029 0.716 -2.239  0.106
14 H -0.672 0.583 2.069  0.085
15 C 0.416 0.335 1.835  -0.068
16 N -0.725 1.153 -1.706  0.149
17 C 0.624 0.396 0.282  -0.289

HOMO, eV: -8.98
SMILES: CN[C@H](C)C(N)=O
Orbital gap, eV: 9.91

---

6.
C28H46BrCaN3P2S as an isolated structure in a non-equilibrium geometry. Source: the Open Molecules 2025 dataset; level of theory: wB97M-V/def2-TZVPD.

Each line ends with the Löwdin charge.
Positions of all 82 atoms, in Å:
1 C 2.214 -2.917 -0.486  -0.240
2 N -0.544 2.669 1.798  -0.049
3 C -3.399 -0.072 -3.406  -0.123
4 H -2.308 2.578 0.579  0.087
5 H 0.595 -2.455 -3.464  0.117
6 H 3.575 3.163 -1.836  0.083
7 C 2.964 -0.640 -4.129  -0.427
8 H -4.864 -2.295 -0.842  0.080
9 C 6.588 -5.010 0.167  -0.021
10 N 7.338 -6.191 2.123  0.069
11 H 2.153 1.252 -4.888  0.054
12 C 1.185 -2.502 0.407  -0.065
13 Br 0.171 0.393 -1.966  0.702
14 H -2.435 -5.008 -2.453  0.079
15 H -2.094 2.887 3.912  0.104
16 H 6.267 -5.889 3.873  0.117
17 H 3.268 0.424 -6.012  0.083
18 H 2.841 0.716 -1.652  0.008
19 H -1.155 3.895 0.227  0.093
20 C -2.123 -3.006 -3.322  -0.323
21 P 4.526 -0.137 -3.247  0.974
22 C 4.755 -3.312 0.316  -0.144
23 H 3.062 2.500 -3.391  0.066
24 C 3.819 2.421 -2.601  -0.139
25 Ca 4.652 -1.107 -0.192  1.461
26 H 6.675 -4.842 -0.906  0.099
27 H -4.202 -0.772 -3.696  0.081
28 C -2.770 -2.826 -0.450  -0.329
29 H 4.134 -2.145 -2.002  -0.005
30 H 5.775 -3.740 -2.947  0.074
31 H -0.697 -1.588 0.650  0.067
32 C -2.705 2.100 3.446  -0.074
33 H -2.612 -0.091 -4.179  0.082
34 C 5.480 -2.865 -3.541  -0.091
35 H 2.512 -3.701 -2.538  0.150
36 H 3.133 -1.654 -4.519  0.072
37 C -4.249 -3.190 -0.657  -0.102
38 P -1.999 -1.989 -1.850  1.010
39 H 4.663 -3.149 -4.219  0.078
40 H -1.475 -2.526 -4.070  0.097
41 H -0.723 -4.658 -2.900  0.070
42 H -4.377 -3.897 -1.489  0.076
43 S 0.633 0.315 2.244  0.586
44 H -3.388 2.550 2.714  0.073
45 N -1.877 1.080 2.791  -0.050
46 C -1.777 -4.498 -3.179  -0.100
47 H -3.301 1.616 4.227  0.096
48 C 5.033 -1.769 -2.558  -0.558
49 H 4.790 2.694 -3.028  0.080
50 H -2.185 4.003 1.666  0.081
51 H 5.900 -1.593 -1.853  0.056
52 C 3.864 1.016 -1.969  -0.493
53 H 1.625 -0.199 -5.754  0.079
54 C 2.485 0.274 -5.255  -0.138
55 H 2.170 -0.726 -3.376  -0.014
56 H 8.240 -6.408 0.262  0.117
57 C 7.450 -5.906 0.823  -0.114
58 H -1.913 -4.976 -4.165  0.096
59 C 0.728 -2.482 -2.370  -0.178
60 C 3.570 -3.040 -0.056  -0.180
61 H -3.818 0.949 -3.392  0.094
62 H -2.173 -3.731 -0.238  0.110
63 C 0.040 -1.958 -0.067  -0.202
64 C -0.192 -1.700 -1.508  -0.631
65 C 1.841 -3.098 -1.868  -0.035
66 H 6.353 -2.490 -4.085  0.093
67 H 1.411 -2.542 1.482  0.124
68 H -1.887 0.157 3.222  0.116
69 C 5.437 -4.723 2.256  -0.015
70 C 5.625 -4.319 0.921  -0.246
71 H 4.565 1.046 -1.097  0.039
72 H -2.063 0.365 -1.815  -0.044
73 C -2.841 -0.393 -2.023  -0.375
74 H -4.624 -3.680 0.257  0.096
75 H 0.392 2.844 1.438  0.107
76 H -2.664 -2.152 0.416  0.095
77 C -0.659 1.397 2.273  -0.891
78 C 6.357 -5.623 2.820  -0.118
79 H -3.160 -2.892 -3.674  0.102
80 H -3.600 -0.298 -1.230  0.101
81 H 4.604 -4.332 2.849  0.117
82 C -1.620 3.308 1.031  -0.082

HOMO, eV: -12.62
Net charge: +2
Orbital gap, eV: 5.92

---

7.
An isolated ion of composition C7H14N and charge +1 in a non-equilibrium geometry. Source: the Open Molecules 2025 dataset; level of theory: wB97M-V/def2-TZVPD.

Each line ends with the Löwdin charge.
Positions of all 22 atoms, in Å:
1 C 0.081 -2.901 -0.125  0.103
2 H 0.781 -3.639 -0.637  0.105
3 H -2.595 -0.244 0.593  0.048
4 C -0.843 0.768 -0.365  -0.335
5 H -0.209 2.859 -0.807  0.050
6 H -3.188 1.120 -0.167  0.121
7 H -0.004 2.247 0.885  0.042
8 H 1.454 -0.157 -1.290  0.126
9 H -2.610 -0.365 -1.112  0.077
10 C -2.337 0.306 -0.282  -0.076
11 H 0.026 -0.117 1.440  0.182
12 C 1.446 -0.556 -0.348  -0.166
13 H 2.222 -1.066 1.378  0.198
14 H -1.535 2.920 0.240  0.111
15 H -0.749 -3.400 0.341  0.075
16 N 2.642 -0.576 0.526  0.201
17 C -0.585 2.304 0.006  -0.047
18 H 3.497 -1.079 0.014  0.238
19 H -0.702 0.908 -1.491  0.143
20 H 3.006 0.384 0.790  0.194
21 C 0.351 -1.626 -0.100  -0.187
22 C 0.124 -0.250 0.317  -0.201

HOMO, eV: -14.02
SMILES: C=C1[C@H](C(C)C)[C@H]1[NH3+]
Net charge: +1
Orbital gap, eV: 10.16

---

8.
A 2-piece molecular cluster, C3H2N2 overall in a non-equilibrium geometry. Source: the Open Molecules 2025 dataset; level of theory: wB97M-V/def2-TZVPD.

Each line ends with the Löwdin charge.
Positions of all 7 atoms, in Å:
1 N -2.503 -0.037 0.528  -0.028
2 C -0.537 -1.092 0.887  0.048
3 H 2.140 -0.420 -0.693  0.033
4 H 1.213 1.188 -0.513  0.060
5 N -2.178 0.670 -0.256  0.033
6 C 0.472 -0.476 0.396  -0.244
7 C 1.392 0.167 -0.348  0.098

HOMO, eV: -9.85
Orbital gap, eV: 8.01